{
  "formula": "C4H8O",
  "method": "ωB97M-V/def2-TZVPD",
  "symbols": ["O", "C", "C", "C", "C", "H", "H", "H", "H", "H", "H", "H", "H"],
  "coordinates": [[-0.28158, 0.41014, -1.67967], [1.44049, 0.36331, 0.13470], [-0.14871, 0.09823, -0.34846], [-1.21815, 0.35445, 0.68070], [-0.77569, -1.05967, 0.37320], [1.79788, 0.08704, 1.16298], [1.45335, 1.44105, 0.08692], [0.39407, -0.97067, 0.51598], [-0.96554, 0.79214, 1.64605], [-2.14410, 0.76268, 0.25978], [-1.46061, -1.80468, -0.07633], [2.17827, -0.06132, -0.57044], [-0.26967, -0.41269, -2.18541]],
  "forces_ev_per_angstrom": [[-0.48, 0.22, -0.60], [-0.96, 0.66, -0.65], [1.77, 1.48, 0.22], [0.57, 0.41, -0.16], [1.29, 0.19, -0.22], [-0.99, 0.01, -0.72], [0.59, 0.43, -0.09], [-2.59, -3.65, 2.00], [0.01, -0.01, -0.17], [0.33, -0.58, 0.01], [1.04, 0.44, 0.24], [-0.60, 0.18, 0.05], [0.02, 0.20, 0.10]],
  "smiles": "CC1(O)CC1",
  "homo_ev": -8.93
}